Run one
This record from OMol25 describes a structure of composition C3H8O2. The level of theory is ωB97M-V/def2-TZVPD.

Calculated values
Kohn-Sham gap: 0.3854 Ha
lowest unoccupied orbital energy: 1.0 eV
HOMO energy: -9.5 eV

```
13
Properties=species:S:1:pos:R:3:nbo_charge:R:1
C 1.0175 0.0738 -1.9001 -0.26
O -0.0981 -0.3501 -1.1351 -0.74
H -0.8003 0.5155 -0.8361 0.46
H 1.8480 -0.6280 -1.7885 0.18
H 0.7361 0.1074 -2.9539 0.18
H 1.3635 1.0655 -1.5897 0.18
C -0.7036 -0.5967 1.8783 -0.72
C -0.2138 0.3509 0.8389 0.59
O 0.6469 1.1694 0.8852 -0.55
H -1.3596 0.7715 0.1704 -0.06
H -1.6823 -0.9889 1.6132 0.24
H -0.7649 -0.0755 2.8335 0.25
H 0.0105 -1.4149 1.9839 0.24
```

Run two
This record from OMol25 describes a cluster of 2 separate species, C3H8O2 in total. The level of theory is ωB97M-V/def2-TZVPD.

Calculated values
Kohn-Sham gap: 0.3330 Ha
SMILES: C=CO.CO
lowest unoccupied orbital energy: 0.7 eV
HOMO energy: -8.3 eV

```
13
Properties=species:S:1:pos:R:3:nbo_charge:R:1
C -1.8334 -1.3141 -0.4048 -0.57
C -2.4314 -0.1571 -0.0794 0.18
O -1.8200 0.9453 0.3995 -0.69
H -1.9540 -1.7941 -1.3669 0.21
H -1.0026 -1.6978 0.1822 0.19
H -3.3978 0.0488 -0.5331 0.16
H -0.8596 0.8748 0.3407 0.51
C 2.4472 0.2355 0.1744 -0.24
O 1.2394 0.9614 0.1133 -0.75
H 2.3471 -0.6254 0.8398 0.17
H 2.7397 -0.1390 -0.8026 0.18
H 3.2293 0.8021 0.6837 0.17
H 1.2961 1.8597 0.4533 0.48
```

Run three
This record from OMol25 describes an isolated molecule of C3H8O2. The level of theory is ωB97M-V/def2-TZVPD.

Calculated values
Kohn-Sham gap: 0.3938 Ha
SMILES: C[C@@H](O)CO
lowest unoccupied orbital energy: 0.8 eV
HOMO energy: -9.9 eV

```
13
Properties=species:S:1:pos:R:3:nbo_charge:R:1
C 1.5406 -0.5504 -0.2868 -0.65
C 0.1338 -0.0032 -0.4740 0.09
O -0.6892 -0.8317 -1.2373 -0.71
C -0.5439 0.4024 0.8233 -0.09
O -1.8487 0.8265 0.4477 -0.74
H 1.8703 -0.7765 0.7391 0.21
H 1.9800 0.3666 -0.6440 0.22
H 1.8124 -1.3704 -0.9609 0.23
H 0.3009 0.9955 -1.0147 0.13
H -1.5161 -0.3240 -1.2318 0.48
H -0.5803 -0.3869 1.5899 0.17
H 0.0335 1.2439 1.2251 0.17
H -2.4932 0.4081 1.0243 0.48
```

Order of stability, best first: run three, run two, run one